Record 1
The following is a DFT calculation (wB97M-V/def2-TZVPD) of 2 unconnected molecules or ions with the total composition C6H13N3 at a distorted geometry.

E, Eh: -400.633029
Energy above the lowest of the compared OMol25 structures with the same formula, charge and spin, kcal per mole: 37.64
SMILES string: [H]/N=C(C)\C(C)=N\[H].[H]/N=C\C
F_max, eV Å⁻¹: 1.86
Total charge: 0

Each line ends with the natural charge from an NBO analysis.
Atoms and positions in Å:
1 C -1.81994 1.67766 -0.71276  -0.6727
2 C -2.47727 -0.28128 1.53352  -0.6848
3 C -0.74953 1.05908 0.13348  0.2569
4 C -1.11437 -0.18963 0.91279  0.2539
5 N 0.28049 1.74497 0.39471  -0.5996
6 N -0.29268 -1.14861 0.84276  -0.6183
7 H 1.00801 1.24208 0.89982  0.3561
8 H -0.58165 -2.00923 1.30414  0.3390
9 H -2.21098 0.96118 -1.43231  0.2184
10 H -1.41129 2.53782 -1.23514  0.2433
11 H -2.64571 2.01869 -0.09140  0.2243
12 H -3.24914 -0.27213 0.76525  0.2342
13 H -2.58552 -1.20619 2.09919  0.2240
14 H -2.65151 0.56531 2.19539  0.2314
15 C 2.03025 -1.09567 -1.54286  -0.7061
16 C 2.81573 -0.23831 -0.60375  0.1479
17 N 3.64446 -0.63034 0.27459  -0.6233
18 H 3.80001 -1.64013 0.27444  0.3212
19 H 2.75562 0.84046 -0.72718  0.1673
20 H 2.47408 -2.08733 -1.62933  0.2107
21 H 1.95580 -0.62234 -2.52060  0.2172
22 H 1.02513 -1.22608 -1.13474  0.2587



Record 2
The following is a DFT calculation (wB97M-V/def2-TZVPD) of 2 unconnected molecules or ions with the total composition C4H10N2O2 at a distorted geometry.

E, Eh: -418.442300
Energy above the lowest of the compared OMol25 structures with the same formula, charge and spin, kcal per mole: 11.71
SMILES string: CC(N)=O.CC(N)=O
F_max, eV Å⁻¹: 1.47
Total charge: 0

Each line ends with the natural charge from an NBO analysis.
Atoms and positions in Å:
1 C 2.69570 -0.42314 1.67823  -0.7176
2 C 1.59759 0.14746 0.82078  0.6692
3 O 0.66463 0.75853 1.31363  -0.6283
4 N 1.70905 -0.07782 -0.52727  -0.8466
5 H 2.31799 -0.69940 2.64594  0.2356
6 H 3.50388 0.29798 1.71930  0.2342
7 H 1.18215 0.57021 -1.11262  0.4494
8 H 2.50239 -0.64825 -0.76120  0.3851
9 H 3.13090 -1.36022 1.30851  0.2072
10 C -1.96940 -0.91914 -0.74898  -0.7282
11 C -1.74620 0.52430 -1.07869  0.6936
12 O -0.66505 0.96745 -1.42573  -0.6434
13 N -2.78137 1.35906 -0.79794  -0.8186
14 H -2.87408 -1.31921 -1.19594  0.2231
15 H -1.94572 -1.04299 0.33349  0.2461
16 H -2.60625 2.34913 -0.82012  0.4046
17 H -3.60582 1.04039 -0.31706  0.3910
18 H -1.11038 -1.52434 -1.03432  0.2434



Record 3
The following is a DFT calculation (wB97M-V/def2-TZVPD) of 9 unconnected molecules or ions with the total composition C8H32ClO12 at a distorted geometry.

E, Eh: -1686.680529
Energy above the lowest of the compared OMol25 structures with the same formula, charge and spin, kcal per mole: 71.78
F_max, eV Å⁻¹: 3.83
Total charge: -1

Each line ends with the natural charge from an NBO analysis.
Atoms and positions in Å:
1 Cl -0.24509 -0.08207 -0.00010  2.5579
2 O 0.72592 -0.87787 -0.60006  -0.8915
3 O 0.51673 0.67282 0.97746  -0.8894
4 O -0.91346 0.73057 -1.01164  -0.8857
5 O -1.28357 -0.87209 0.64297  -0.8904
6 C 3.15452 3.24886 -5.37524  -0.2397
7 O 3.70239 2.14802 -4.75053  -0.7164
8 H 3.88387 3.97468 -5.73490  0.1671
9 H 2.58657 2.90349 -6.23909  0.1529
10 H 2.52534 3.76521 -4.65025  0.1628
11 H 2.99652 1.82640 -4.18495  0.4733
12 C 1.57811 -2.53456 -6.61560  -0.2634
13 O 0.53754 -3.51006 -6.96227  -0.7237
14 H 1.07035 -1.74743 -6.05819  0.1766
15 H 2.46301 -2.90911 -6.10104  0.1718
16 H 1.92674 -2.07825 -7.54207  0.1754
17 H 0.29650 -3.84559 -6.09572  0.4631
18 C 1.37755 -4.36343 5.23569  -0.2542
19 O 2.05650 -4.34730 4.00081  -0.7167
20 H 2.05014 -4.56636 6.06909  0.1705
21 H 0.92743 -3.39591 5.45797  0.1681
22 H 0.67562 -5.17211 5.43921  0.1555
23 H 1.45219 -4.03931 3.32143  0.4765
24 C -0.15889 6.87513 -0.54539  -0.2496
25 O -1.30518 6.48338 -1.31098  -0.7330
26 H 0.53150 6.03349 -0.60113  0.1731
27 H 0.31221 7.75442 -0.98471  0.1727
28 H -0.49543 7.00964 0.48260  0.1649
29 H -1.30990 5.52469 -1.26111  0.4718
30 C -2.70541 -6.40137 -1.77610  -0.2366
31 O -2.07429 -5.60150 -2.69256  -0.7257
32 H -3.77790 -6.24550 -1.65964  0.1449
33 H -2.67044 -7.46836 -1.99616  0.1719
34 H -2.36311 -6.20986 -0.75912  0.1604
35 H -1.95407 -4.69332 -2.40558  0.4850
36 C -4.35725 -4.11848 4.66032  -0.2504
37 O -3.85710 -3.12364 5.51783  -0.7185
38 H -3.60145 -4.85299 4.38218  0.1578
39 H -5.14482 -4.75387 5.06544  0.1720
40 H -4.80026 -3.64912 3.78196  0.1665
41 H -3.25372 -2.60930 4.97656  0.4726
42 C -4.29642 4.42708 2.85512  -0.2479
43 O -4.38289 4.76628 4.27192  -0.7481
44 H -3.29646 4.72711 2.54183  0.1693
45 H -4.41922 3.37861 2.58355  0.2006
46 H -5.00618 5.03832 2.29769  0.1595
47 H -4.37604 5.70868 4.45479  0.4666
48 C 5.90316 3.20006 1.62115  -0.2416
49 O 6.08375 2.02910 0.85773  -0.7435
50 H 6.77930 3.50482 2.19351  0.1695
51 H 5.48240 3.99602 1.00671  0.1626
52 H 5.07949 2.95459 2.29153  0.1693
53 H 5.37320 1.38729 0.92710  0.4835



Record 4
The following is a DFT calculation (wB97M-V/def2-TZVPD) of 2 unconnected molecules or ions with the total composition C12H17N at a distorted geometry.

E, Eh: -522.203403
Energy above the lowest of the compared OMol25 structures with the same formula, charge and spin, kcal per mole: 10.59
SMILES string: Cc1c[nH]c2ccccc12.CCC
F_max, eV Å⁻¹: 1.88
Total charge: 0

Each line ends with the natural charge from an NBO analysis.
Atoms and positions in Å:
1 C 2.84646 1.73402 1.47958  -0.6270
2 C 0.52213 -0.05846 -0.85834  0.1497
3 C 0.93414 1.10571 -0.17940  -0.1039
4 C 2.09248 0.76696 0.60972  -0.0716
5 C 2.33341 -0.54185 0.36591  -0.0368
6 C -0.53854 -0.08927 -1.77321  -0.2528
7 C -1.27826 1.07189 -1.84234  -0.2087
8 C 0.02819 2.17522 -0.12904  -0.1801
9 C -1.06047 2.17021 -0.97944  -0.2500
10 N 1.33483 -1.08148 -0.43330  -0.5320
11 H 1.50845 -1.90254 -0.99038  0.4025
12 H -0.74583 -1.01171 -2.30175  0.2176
13 H 3.07243 -1.18486 0.81615  0.2081
14 H -2.07137 1.15785 -2.56982  0.2098
15 H 0.20035 3.01543 0.53976  0.2092
16 H 3.25864 1.25282 2.36688  0.2173
17 H 2.15071 2.49278 1.82655  0.2151
18 H -1.74103 3.00442 -1.07429  0.2144
19 H 3.68608 2.17730 0.95654  0.2200
20 C -2.08636 -1.48776 1.15265  -0.4068
21 C -1.13316 -2.59473 1.51080  -0.6050
22 C -3.02833 -1.76906 -0.02380  -0.6015
23 H -2.80658 -1.30044 1.95873  0.1925
24 H -1.66392 -0.49534 0.97056  0.2095
25 H -0.42393 -2.78875 0.70597  0.1993
26 H -1.68827 -3.53032 1.58770  0.1977
27 H -2.59900 -1.49522 -0.98440  0.2004
28 H -3.34289 -2.81361 -0.02858  0.1948
29 H -0.60285 -2.43325 2.44533  0.2121
30 H -3.92806 -1.14982 0.03357  0.2063



Record 5
The following is a DFT calculation (wB97M-V/def2-TZVPD) of a molecular structure, C21H19FeN6S5 at a distorted geometry.

E, Eh: -4395.047960
Energy above the lowest of the compared OMol25 structures with the same formula, charge and spin, kcal per mole: 4.84
F_max, eV Å⁻¹: 1.32
Total charge: -1

Each line ends with the natural charge from an NBO analysis.
Atoms and positions in Å:
1 Fe 0.29848 0.67875 -0.87727  0.6872
2 C -1.30583 -1.17955 -2.59814  -0.2803
3 N -1.53953 0.00277 -1.79733  -0.7009
4 C -2.59164 -0.05415 -0.80651  -0.2896
5 C -2.01557 -0.26510 0.54550  0.4297
6 N -0.73879 -0.19044 0.79969  -0.4910
7 C -0.62586 -0.26639 2.18343  0.1624
8 C 0.50151 -0.22950 2.99977  -0.2025
9 C 0.30554 -0.33515 4.36466  -0.2361
10 C -0.97283 -0.48673 4.91587  -0.2188
11 C -2.10026 -0.54015 4.11586  -0.2424
12 C -1.89888 -0.42590 2.74712  0.0948
13 N -2.76769 -0.43767 1.67030  -0.5386
14 C 0.00769 -1.78963 -2.25491  0.4417
15 N 0.84722 -1.23962 -1.42899  -0.4776
16 C 2.00483 -1.99827 -1.49347  0.1793
17 C 3.22575 -1.84861 -0.84435  -0.1972
18 C 4.21244 -2.77889 -1.11440  -0.2334
19 C 4.00093 -3.84058 -2.00295  -0.2200
20 C 2.79131 -4.00298 -2.65452  -0.2375
21 C 1.80818 -3.06097 -2.38599  0.0884
22 N 0.51305 -2.90627 -2.84979  -0.5348
23 H -2.11438 -1.91067 -2.48251  0.1957
24 H -1.26901 -0.87793 -3.65065  0.2632
25 H -1.71996 0.82876 -2.39062  0.4803
26 H -3.08613 0.92731 -0.83191  0.2791
27 H -3.35399 -0.81096 -1.03044  0.1935
28 H 1.48022 -0.09892 2.55835  0.2552
29 H 1.16158 -0.29655 5.02630  0.2088
30 H -1.08155 -0.56230 5.99048  0.2052
31 H -3.08939 -0.66086 4.53921  0.2075
32 H -3.77105 -0.44642 1.70286  0.4164
33 H 3.38854 -1.02515 -0.16270  0.2429
34 H 5.17651 -2.68173 -0.63200  0.2094
35 H 4.80098 -4.54646 -2.18637  0.2053
36 H 2.62591 -4.82120 -3.34398  0.2072
37 H 0.06679 -3.43351 -3.57784  0.4153
38 S 2.22548 1.34636 0.39090  -0.2821
39 C 1.04446 2.51818 0.85224  0.0885
40 C 1.16451 3.51259 1.83210  -0.2796
41 C 0.10582 4.37047 2.04186  -0.1631
42 C -1.05243 4.24990 1.27534  -0.3070
43 C -1.10515 3.25025 0.32175  0.0531
44 N -0.09408 2.40188 0.13799  -0.4955
45 H 2.08421 3.58984 2.39543  0.2155
46 H 0.18252 5.14990 2.79148  0.2013
47 H -1.88820 4.92341 1.40283  0.2124
48 H -1.95321 3.12148 -0.34747  0.2388
49 S 1.16954 1.56277 -2.82201  -0.4699
50 S -0.31110 1.65089 -4.27169  -0.1470
51 S -1.57795 3.25316 -3.98226  -0.0889
52 S -3.16953 2.71052 -2.78023  -0.7440



Record 6
The following is a DFT calculation (wB97M-V/def2-TZVPD) of a molecular structure, C2H4EuO at a distorted geometry.

2S+1: 7
E, Eh: -863.673512
F_max, eV Å⁻¹: 2.85
Total charge: +1

Each line ends with the Mulliken spin population.
Atoms and positions in Å:
1 C 0.19132 0.57991 -0.52472  0.1238
2 C 1.20297 0.26916 0.44614  -0.0255
3 O 2.33272 -0.17724 0.22616  0.0552
4 Eu -1.87549 -0.83290 -0.18906  5.7899
5 H 0.47236 0.27742 -1.54456  -0.0002
6 H -0.19373 1.60833 -0.46129  -0.0075
7 H -3.05406 -2.22230 0.54333  0.0665
8 H 0.92391 0.49762 1.50400  -0.0021